1) {
  "formula": "C5H10N3",
  "method": "the ωB97M-V functional and the def2-TZVPD basis",
  "total_charge": 1,
  "e_homo_ev": -11.71,
  "e_lumo_ev": -4.0,
  "orbital_gap_ev": 7.7,
  "molar_mass_da": 112.16,
  "symbols": ["C", "C", "C", "C", "C", "N", "N", "N", "H", "H", "H", "H", "H", "H", "H", "H", "H", "H"],
  "positions_angstrom": [[1.322, -1.672, -0.073], [0.265, -0.159, 1.458], [-0.888, 1.924, 0.452], [0.662, -1.321, -1.346], [-0.517, 0.508, 0.356], [1.158, -1.204, 1.075], [1.263, -0.627, -2.282], [-1.914, 0.890, 0.668], [2.056, -2.474, -0.145], [0.891, 0.550, 2.014], [-0.405, -0.627, 2.190], [-0.645, 2.514, 1.332], [-1.018, 2.522, -0.440], [-0.311, -1.746, -1.556], [2.168, -0.213, -2.107], [0.822, -0.421, -3.168], [-2.281, 0.785, 1.616], [-2.628, 0.772, -0.045]]
}



2) {
  "formula": "C5H10N3",
  "method": "the ωB97M-V functional and the def2-TZVPD basis",
  "total_charge": 1,
  "e_homo_ev": -15.80,
  "e_lumo_ev": -6.8,
  "orbital_gap_ev": 9.0,
  "molar_mass_da": 112.16,
  "symbols": ["C", "C", "C", "C", "C", "N", "N", "N", "H", "H", "H", "H", "H", "H", "H", "H", "H", "H"],
  "positions_angstrom": [[-2.438, 1.242, 0.463], [-2.148, -0.810, -0.140], [-2.448, -2.095, -0.229], [-0.261, 2.115, -0.413], [2.038, -1.104, 0.307], [-3.042, 0.122, 0.506], [-1.127, 1.057, -0.138], [-0.950, -0.117, -0.516], [-3.065, 2.163, 0.495], [-1.748, -2.760, -0.720], [-3.348, -2.317, 0.248], [-0.113, 2.133, -1.443], [-0.705, 3.074, -0.020], [0.626, 1.916, 0.143], [0.987, -1.034, 0.376], [2.471, -1.054, 1.238], [2.227, -0.318, -0.462], [2.341, -2.007, -0.126]]
}



In kcal/mol, relative to the most stable structure: 1) 12.1; 2) 0.0.



1) {
  "formula": "C5H6N2",
  "method": "the ωB97M-V functional and the def2-TZVPD basis",
  "total_charge": 0,
  "e_homo_ev": -8.30,
  "e_lumo_ev": 0.6,
  "orbital_gap_ev": 8.9,
  "molar_mass_da": 94.12,
  "symbols": ["C", "N", "C", "N", "C", "C", "C", "H", "H", "H", "H", "H", "H"],
  "positions_angstrom": [[-1.550, -1.017, 0.073], [-2.360, -0.014, 0.177], [-1.493, 1.049, -0.148], [-0.235, 0.612, -0.364], [-0.217, -0.782, -0.294], [1.366, -0.783, -0.080], [1.236, 0.780, 0.251], [-1.838, -2.047, 0.031], [-1.742, 1.991, -0.490], [1.878, -0.965, -1.170], [1.814, -1.292, 0.783], [0.978, 0.918, 1.515], [2.162, 1.550, -0.285]]
}



2) {
  "formula": "C5H6N2",
  "method": "the ωB97M-V functional and the def2-TZVPD basis",
  "total_charge": 0,
  "e_homo_ev": -10.48,
  "e_lumo_ev": 0.9,
  "orbital_gap_ev": 11.4,
  "molar_mass_da": 94.12,
  "symbols": ["C", "C", "C", "C", "N", "N", "C", "H", "H", "H", "H", "H", "H"],
  "positions_angstrom": [[-1.487, 1.262, 0.491], [-0.314, 1.335, -0.125], [0.416, 0.153, -0.733], [-0.510, -0.947, -1.093], [-1.201, -1.833, -1.357], [1.480, -0.201, 0.202], [1.463, -1.326, 0.782], [-2.057, 0.337, 0.539], [-1.910, 2.131, 0.985], [0.250, 2.263, -0.145], [0.911, 0.467, -1.661], [2.246, -1.535, 1.511], [0.712, -2.105, 0.603]]
}



3) {
  "formula": "C5H6N2",
  "method": "the ωB97M-V functional and the def2-TZVPD basis",
  "total_charge": 0,
  "e_homo_ev": -7.89,
  "e_lumo_ev": 1.1,
  "orbital_gap_ev": 9.0,
  "molar_mass_da": 94.12,
  "symbols": ["C", "C", "C", "C", "C", "H", "H", "H", "H", "H", "H", "N", "N"],
  "positions_angstrom": [[-1.782, 0.100, 0.258], [-0.039, 0.043, -0.775], [1.309, -0.046, -0.966], [0.843, -0.308, 1.273], [-0.319, -0.083, 0.595], [-2.232, 1.021, 0.621], [-2.436, -0.745, 0.489], [-1.629, 1.072, -1.613], [1.965, -0.038, -1.813], [2.815, -0.445, 0.511], [1.088, -0.466, 2.329], [-1.414, 0.163, -1.211], [1.830, -0.269, 0.302]]
}



4) {
  "formula": "C5H6N2",
  "method": "the ωB97M-V functional and the def2-TZVPD basis",
  "total_charge": 0,
  "e_homo_ev": [-8.31, -8.77],
  "e_lumo_ev": [0.0, -0.2],
  "orbital_gap_ev": [8.3, 8.6],
  "molar_mass_da": 94.12,
  "symbols": ["C", "C", "C", "C", "C", "N", "N", "H", "H", "H", "H", "H", "H"],
  "positions_angstrom": [[-0.385, -1.347, 1.071], [-0.998, -0.268, 1.696], [0.688, 1.540, -1.149], [0.836, 0.107, -0.678], [-0.429, -0.554, -0.223], [-0.012, 2.246, -0.413], [-1.262, 0.356, 0.537], [-0.586, -2.418, 1.074], [-1.323, 0.048, 2.618], [1.410, 1.783, -1.922], [1.126, -0.632, -1.466], [1.814, 0.283, -0.076], [-0.878, -1.145, -1.070]]
}



In kcal/mol, relative to the most stable structure: 1) 60.3; 2) 0.0; 3) 10.5; 4) 98.7.



1) {
  "formula": "C6H14NO2",
  "method": "the ωB97M-V functional and the def2-TZVPD basis",
  "total_charge": 1,
  "e_homo_ev": -12.15,
  "e_lumo_ev": -3.6,
  "orbital_gap_ev": 8.5,
  "molar_mass_da": 132.18,
  "symbols": ["C", "C", "C", "C", "C", "C", "N", "O", "O", "H", "H", "H", "H", "H", "H", "H", "H", "H", "H", "H", "H", "H", "H"],
  "positions_angstrom": [[-1.455, 0.375, -0.083], [-0.464, -0.492, 0.145], [2.773, 0.131, -0.476], [-2.835, -0.109, -0.410], [-1.357, 1.863, 0.022], [-0.562, -1.976, -0.017], [0.887, -0.044, 0.516], [3.371, -0.961, -0.110], [3.097, 1.324, -0.071], [-2.825, -1.007, -1.018], [-3.377, 0.668, -0.944], [-3.389, -0.331, 0.504], [-0.384, 2.238, 0.336], [-2.106, 2.225, 0.725], [-1.588, 2.303, -0.948], [-1.487, -2.349, 0.414], [0.265, -2.479, 0.475], [-0.534, -2.253, -1.071], [1.184, -0.610, 1.309], [0.846, 0.937, 0.788], [2.295, 0.084, -1.452], [3.937, -0.911, 0.681], [3.709, 1.375, 0.685]]
}



2) {
  "formula": "C6H14NO2",
  "method": "the ωB97M-V functional and the def2-TZVPD basis",
  "total_charge": 1,
  "e_homo_ev": -11.80,
  "e_lumo_ev": -2.8,
  "orbital_gap_ev": 9.0,
  "molar_mass_da": 132.18,
  "symbols": ["C", "C", "C", "C", "C", "C", "N", "O", "O", "H", "H", "H", "H", "H", "H", "H", "H", "H", "H", "H", "H", "H", "H"],
  "positions_angstrom": [[1.106, 1.617, -0.006], [-0.160, 0.834, -0.367], [1.183, 0.542, 1.042], [2.045, -0.672, 0.898], [-0.425, -0.111, -1.463], [-1.117, -1.508, -1.153], [-1.361, 0.963, 0.430], [0.423, 0.588, 2.176], [-2.400, -1.177, -0.563], [1.941, 1.663, -0.716], [0.956, 2.562, 0.308], [2.143, -0.821, -0.212], [1.631, -1.545, 1.256], [3.061, -0.716, 1.471], [0.479, -0.210, -2.228], [-1.080, 0.444, -2.108], [-1.194, -2.110, -2.005], [-0.383, -2.095, -0.559], [-1.207, 0.717, 1.396], [-1.966, 0.173, 0.145], [-1.509, 1.983, 0.616], [0.851, 0.113, 2.936], [-3.014, -1.235, -1.295]]
}



3) {
  "formula": "C6H14NO2",
  "method": "the ωB97M-V functional and the def2-TZVPD basis",
  "total_charge": 1,
  "e_homo_ev": -14.96,
  "e_lumo_ev": -3.1,
  "orbital_gap_ev": 11.9,
  "molar_mass_da": 132.18,
  "symbols": ["C", "C", "O", "N", "C", "C", "C", "C", "O", "H", "H", "H", "H", "H", "H", "H", "H", "H", "H", "H", "H", "H", "H"],
  "positions_angstrom": [[-2.059, -1.400, 1.638], [-1.580, -0.244, 0.803], [-2.149, 0.775, 0.807], [-0.336, -0.410, 0.022], [-0.155, -1.749, -0.541], [-0.288, 0.650, -1.040], [1.139, 1.138, -1.391], [1.776, 1.821, -0.119], [1.855, 0.865, 0.928], [-3.056, -1.619, 1.256], [-1.981, -0.967, 2.596], [-1.338, -2.183, 1.532], [0.604, -0.080, 0.470], [0.700, -1.856, -1.109], [-0.083, -2.251, 0.404], [-1.018, -2.144, -1.107], [-0.881, 1.485, -0.718], [-0.712, 0.222, -1.847], [1.966, 0.440, -1.654], [0.849, 1.865, -2.210], [2.788, 2.313, -0.396], [1.272, 2.736, 0.311], [2.688, 0.593, 1.363]]
}



In kcal/mol, relative to the most stable structure: 1) 0.0; 2) 51.3; 3) 12.1.



1) {
  "formula": "C18H56O10",
  "method": "the ωB97M-V functional and the def2-TZVPD basis",
  "total_charge": 0,
  "e_homo_ev": -9.68,
  "e_lumo_ev": 0.0,
  "orbital_gap_ev": 9.7,
  "molar_mass_da": 432.64,
  "symbols": ["C", "C", "C", "O", "H", "H", "H", "H", "H", "H", "H", "H", "C", "C", "C", "O", "H", "H", "H", "H", "H", "H", "H", "H", "C", "C", "C", "O", "H", "H", "H", "H", "H", "H", "H", "H", "C", "C", "C", "O", "H", "H", "H", "H", "H", "H", "H", "H", "C", "C", "C", "O", "H", "H", "H", "H", "H", "H", "H", "H", "C", "C", "C", "O", "H", "H", "H", "H", "H", "H", "H", "H", "O", "H", "H", "O", "H", "H", "O", "H", "H", "O", "H", "H"],
  "positions_angstrom": [[7.201, -2.282, 2.891], [7.124, -2.066, 1.414], [7.182, -3.398, 0.662], [5.906, -1.357, 1.179], [7.518, -1.390, 3.431], [7.878, -3.088, 3.174], [6.235, -2.663, 3.223], [8.035, -1.532, 1.142], [7.064, -3.173, -0.398], [6.325, -4.057, 0.803], [8.080, -4.011, 0.734], [5.231, -1.773, 1.720], [-6.388, 1.739, -3.565], [-7.423, 1.211, -2.547], [-6.965, 0.175, -1.582], [-7.630, 2.365, -1.832], [-5.406, 1.716, -3.094], [-6.551, 2.680, -4.091], [-6.461, 1.009, -4.372], [-8.278, 0.880, -3.136], [-7.654, -0.115, -0.788], [-6.050, 0.484, -1.077], [-6.780, -0.798, -2.037], [-8.209, 2.897, -2.383], [-1.208, -6.635, 2.367], [-0.115, -6.536, 1.321], [-0.342, -7.566, 0.105], [0.048, -5.207, 1.001], [-1.015, -7.273, 3.229], [-2.154, -6.884, 1.885], [-1.404, -5.703, 2.897], [0.750, -6.805, 1.926], [0.484, -7.551, -0.606], [-1.299, -7.282, -0.335], [-0.559, -8.572, 0.462], [-0.543, -4.863, 0.328], [3.716, -3.092, -6.126], [3.923, -1.586, -5.855], [3.403, -0.763, -7.022], [3.256, -1.311, -4.690], [4.616, -3.587, -6.491], [2.887, -3.249, -6.816], [3.356, -3.662, -5.270], [5.001, -1.468, -5.748], [2.364, -0.957, -7.287], [4.063, -1.005, -7.855], [3.676, 0.286, -6.904], [3.776, -1.373, -3.885], [-4.912, 1.720, 5.619], [-4.575, 2.566, 6.894], [-3.764, 3.720, 6.534], [-5.811, 3.017, 7.425], [-5.758, 1.054, 5.793], [-4.049, 1.244, 5.154], [-5.179, 2.444, 4.850], [-4.017, 2.031, 7.664], [-3.312, 4.227, 7.386], [-4.372, 4.449, 5.998], [-2.992, 3.389, 5.839], [-6.332, 3.510, 6.787], [1.876, 5.084, -2.351], [2.910, 5.555, -1.354], [2.904, 7.101, -1.109], [2.500, 5.059, -0.109], [0.927, 5.586, -2.165], [1.589, 4.040, -2.230], [2.295, 5.267, -3.341], [3.866, 5.181, -1.722], [3.630, 7.432, -0.366], [1.914, 7.283, -0.692], [3.063, 7.639, -2.044], [3.325, 5.006, 0.379], [1.463, 0.978, 4.796], [1.795, 1.801, 4.438], [1.094, 1.219, 5.647], [-4.023, 4.684, 0.798], [-4.919, 4.437, 0.572], [-3.514, 3.884, 0.670], [-1.610, -1.819, -3.036], [-0.659, -1.771, -3.140], [-1.817, -1.131, -2.404], [-0.437, 1.068, 0.788], [0.312, 1.395, 0.289], [-0.074, 0.841, 1.644]]
}



2) {
  "formula": "C18H56O10",
  "method": "the ωB97M-V functional and the def2-TZVPD basis",
  "total_charge": 0,
  "e_homo_ev": -10.03,
  "e_lumo_ev": -0.2,
  "orbital_gap_ev": 9.8,
  "molar_mass_da": 432.64,
  "symbols": ["C", "C", "C", "O", "H", "H", "H", "H", "H", "H", "H", "H", "C", "C", "C", "O", "H", "H", "H", "H", "H", "H", "H", "H", "C", "C", "C", "O", "H", "H", "H", "H", "H", "H", "H", "H", "C", "C", "C", "O", "H", "H", "H", "H", "H", "H", "H", "H", "C", "C", "C", "O", "H", "H", "H", "H", "H", "H", "H", "H", "C", "C", "C", "O", "H", "H", "H", "H", "H", "H", "H", "H", "O", "H", "H", "O", "H", "H", "O", "H", "H", "O", "H", "H"],
  "positions_angstrom": [[-4.050, -0.680, 5.427], [-3.529, 0.376, 4.400], [-3.222, -0.337, 3.133], [-4.491, 1.396, 4.220], [-4.811, -1.269, 4.915], [-4.529, -0.181, 6.270], [-3.242, -1.318, 5.784], [-2.687, 0.929, 4.816], [-2.587, -1.223, 3.144], [-2.759, 0.322, 2.399], [-4.165, -0.564, 2.634], [-4.175, 1.928, 3.485], [0.234, 4.606, 2.638], [-0.243, 5.930, 3.215], [-1.195, 5.636, 4.323], [0.920, 6.520, 3.708], [1.112, 4.716, 2.001], [-0.475, 4.039, 2.035], [0.547, 3.899, 3.406], [-0.726, 6.551, 2.461], [-1.378, 6.590, 4.817], [-0.801, 4.921, 5.045], [-2.142, 5.208, 3.994], [1.567, 6.518, 3.000], [1.967, -3.542, 1.478], [3.229, -2.890, 2.154], [2.674, -1.896, 3.234], [4.056, -3.915, 2.753], [1.184, -3.836, 2.178], [2.260, -4.402, 0.874], [1.579, -2.798, 0.783], [3.821, -2.455, 1.348], [2.125, -1.053, 2.813], [3.569, -1.523, 3.733], [1.915, -2.375, 3.852], [4.337, -4.446, 2.004], [-0.352, -2.470, -6.213], [1.026, -1.771, -6.000], [1.122, -0.280, -6.333], [1.357, -2.008, -4.604], [-0.418, -3.458, -5.758], [-0.677, -2.476, -7.254], [-1.192, -2.004, -5.699], [1.731, -2.339, -6.608], [0.685, 0.301, -5.520], [0.747, -0.021, -7.323], [2.182, -0.029, -6.356], [0.975, -1.321, -4.053], [5.095, 2.130, -1.655], [5.632, 2.900, -0.445], [6.625, 2.154, 0.405], [6.092, 4.158, -0.834], [4.489, 2.714, -2.348], [4.436, 1.351, -1.271], [5.960, 1.733, -2.186], [4.783, 3.183, 0.178], [7.162, 2.743, 1.149], [7.365, 1.811, -0.318], [6.253, 1.356, 1.047], [6.980, 4.080, -1.190], [-2.850, -4.101, -1.819], [-3.420, -5.182, -0.982], [-2.550, -5.379, 0.243], [-4.787, -4.899, -0.642], [-3.389, -3.834, -2.728], [-1.825, -4.322, -2.118], [-2.814, -3.188, -1.224], [-3.402, -6.127, -1.523], [-2.972, -6.120, 0.923], [-2.550, -4.390, 0.700], [-1.542, -5.686, -0.037], [-5.257, -5.710, -0.433], [-2.909, 0.805, -4.019], [-2.778, 1.648, -4.453], [-3.237, 0.228, -4.709], [-0.253, 3.847, -2.083], [0.423, 4.522, -2.026], [-0.524, 3.854, -3.001], [-0.256, 0.297, -1.578], [-1.159, 0.371, -1.886], [0.066, 1.199, -1.558], [-5.431, 0.461, -1.300], [-4.973, 0.288, -2.122], [-5.558, -0.404, -0.910]]
}



In kcal/mol, relative to the most stable structure: 1) 33.5; 2) 0.0.